An isolated molecule of C6H4Cl2O3S2 in a non-equilibrium geometry. Source: OMol25; level of theory: ωB97M-V with the def2-TZVPD basis set.

Geometry (Å):
1 C 0.9631 -1.3746 0.0006
2 C -0.3260 -0.8637 -0.1903
3 C 2.1034 -0.7256 0.0299
4 C -0.6179 0.3958 -0.4282
5 C 1.5091 1.5605 -0.1711
6 C 0.1196 1.6551 -0.6439
7 O 2.6444 3.7443 -0.0443
8 O -2.9905 -0.4450 -1.0896
9 O -2.8304 1.9674 -0.8741
10 S 2.8780 2.2872 0.0563
11 S -2.3505 0.6663 -0.4840
12 Cl 3.6758 -0.8259 0.2927
13 Cl -2.7759 0.4067 1.4522
14 H 1.1730 -2.4140 0.1612
15 H -1.2499 -1.5327 -0.2770
16 H 0.0368 1.9228 -1.7777
17 H -0.3958 2.4259 -0.1888

Cartesian forces, eV/Å:
2.8 -1.5 0.4
-2.5 -0.7 -0.9
-2.9 5.3 -0.5
-1.0 1.1 -0.4
0.9 -4.8 -0.3
1.6 -0.6 -2.2
0.9 0.3 0.0
-0.1 -0.9 -0.7
1.5 -0.4 0.5
-1.1 1.2 0.0
-2.2 0.5 -0.7
1.8 -0.9 0.3
-0.2 0.4 1.2
-0.7 -0.9 0.0
1.8 0.5 0.5
0.5 -0.4 1.7
-1.0 1.9 1.1

Output
electronic energy	-2173.27652	Ha
highest occupied orbital energy (spin up / spin down)	-9.5 / -9.5	eV
lowest unoccupied orbital energy (spin up / spin down)	-0.0411 / -0.0411	Ha
orbital gap (spin up / spin down)	8.35 / 8.35	eV
total charge	0
2S+1	1

natural (NBO) atomic charge list, values in e, 2 entries:
1. C -0.360
2. C -0.158